DFT (ωB97M-V/def2-TZVPD) results for a single C2H3NO2 molecule in a non-equilibrium geometry.

Geometry (Å):
O -0.66 1.14 1.97
C -0.24 0.47 1.10
N 0.15 -0.74 0.71
C 0.33 0.31 -0.26
O -0.45 0.19 -1.38
H -0.43 -1.49 0.52
H 1.50 0.62 -0.62
H -0.19 -0.50 -2.04

## Properties
relative energy (zero: lowest compared OMol25 entry of this formula, charge and spin): 2.734 eV
E: -283.157516 Eh
HOMO-LUMO gap: 0.3731 hartree